{"formula": "C45H72ClFeGeN4O4P3S3", "method": "the ωB97M-V functional and the def2-TZVPD basis", "homo_lumo_gap_ev": [7.3, 5.3], "e_above_lowest_kcal_mol": 9.28, "multiplicity": 6, "energy_ha": -8296.86650, "homo_energy_ev": [-9.15, -9.18], "charge": 1, "elements": ["Fe", "C", "C", "C", "P", "C", "N", "Ge", "N", "C", "P", "C", "C", "C", "C", "C", "C", "C", "C", "C", "C", "C", "C", "N", "C", "C", "C", "C", "C", "C", "C", "C", "C", "C", "C", "C", "N", "C", "P", "C", "C", "C", "C", "C", "C", "C", "C", "C", "H", "H", "H", "H", "H", "H", "H", "H", "H", "H", "H", "H", "H", "H", "H", "H", "H", "H", "H", "H", "H", "H", "H", "H", "H", "H", "H", "H", "H", "H", "H", "H", "H", "H", "H", "H", "H", "H", "H", "H", "H", "H", "H", "H", "H", "H", "H", "H", "H", "H", "H", "H", "H", "H", "H", "H", "H", "H", "H", "H", "C", "C", "S", "C", "C", "S", "C", "C", "S", "H", "H", "H", "H", "H", "H", "H", "H", "H", "H", "H", "H", "O", "Cl", "O", "O", "O"], "positions_angstrom": [[-1.417635, -0.031446, -0.182915], [2.087141, -3.601646, -0.619184], [0.704744, -3.994848, -0.081200], [0.901654, -5.192383, 0.851935], [-0.253472, -2.518096, 0.660242], [0.965070, -1.863796, 1.892954], [1.890187, -0.944336, 1.295850], [1.098760, 0.353058, -0.166281], [1.827103, -0.565057, -1.713268], [0.873496, -1.198269, -2.588100], [-0.691954, -0.230309, -2.676515], [-0.278615, 1.076107, -3.986533], [-1.314798, 1.246749, -5.105444], [1.129886, 0.945252, -4.561139], [-1.702605, -1.550250, -3.557423], [-0.982410, -2.165879, -4.759848], [-2.135327, -2.686586, -2.619324], [3.139551, -0.968348, -1.741413], [3.693906, -1.844999, -2.685610], [4.968852, -2.355543, -2.513573], [5.719930, -2.032109, -1.393120], [5.217996, -1.106270, -0.490160], [3.976917, -0.535026, -0.698096], [3.498365, 0.601439, 0.067718], [3.726781, 0.508080, 1.472196], [4.643397, 1.230463, 2.209639], [4.799292, 0.964987, 3.566103], [4.043309, -0.030844, 4.166245], [3.080346, -0.719597, 3.445755], [2.874185, -0.426823, 2.090643], [3.916633, 1.807916, -0.599583], [5.238914, 2.148244, -0.826884], [5.552946, 3.348565, -1.444923], [4.529108, 4.190071, -1.853409], [3.205062, 3.834470, -1.668094], [2.870460, 2.624339, -1.038806], [1.590595, 2.195718, -0.832376], [0.562388, 3.169007, -1.035379], [-0.976408, 2.742121, -0.130052], [-0.593365, 3.583699, 1.516927], [-0.478757, 5.107134, 1.495223], [0.681793, 2.984052, 2.123053], [-2.158364, 3.903720, -1.037901], [-1.565516, 5.201003, -1.599476], [-3.427737, 4.237146, -0.242696], [-1.370709, -3.389615, 1.893899], [-0.778327, -4.046679, 3.146475], [-2.344371, -4.331557, 1.178918], [2.754694, -4.463009, -0.584438], [2.549786, -2.808099, -0.036193], [2.051098, -3.284569, -1.653032], [0.078664, -4.329890, -0.914803], [1.490096, -4.924031, 1.730174], [1.460812, -5.950813, 0.303431], [-0.028556, -5.652638, 1.167938], [1.503345, -2.720501, 2.311302], [0.387972, -1.386987, 2.704362], [0.558239, -2.174265, -2.190040], [1.277474, -1.360193, -3.583644], [-0.308426, 2.001166, -3.407668], [-1.332890, 0.402529, -5.791333], [-1.053087, 2.135654, -5.681001], [-2.309821, 1.388808, -4.700567], [1.225650, 0.070242, -5.205465], [1.889103, 0.901644, -3.779303], [1.337965, 1.822020, -5.176563], [-2.593205, -1.030799, -3.912722], [-0.173843, -2.824670, -4.442314], [-0.570779, -1.419740, -5.435056], [-1.696296, -2.767033, -5.325482], [-1.305425, -3.370406, -2.434546], [-2.933885, -3.262705, -3.090096], [-2.505115, -2.335000, -1.659300], [3.117452, -2.150885, -3.548826], [5.374192, -3.033430, -3.253698], [6.698278, -2.467122, -1.242686], [5.800480, -0.810945, 0.374579], [5.245850, 1.992132, 1.734688], [5.530053, 1.516102, 4.141898], [4.197993, -0.268377, 5.210928], [2.488742, -1.485880, 3.930746], [6.029402, 1.479387, -0.515571], [6.586521, 3.622825, -1.604907], [4.764947, 5.129871, -2.335583], [2.422889, 4.484919, -2.036790], [0.300136, 3.258399, -2.096239], [0.882239, 4.158114, -0.689960], [-1.428796, 3.330732, 2.174491], [0.287740, 5.456540, 0.803883], [-0.192208, 5.443012, 2.493829], [-1.422225, 5.586344, 1.246134], [1.564418, 3.281522, 1.554954], [0.650063, 1.893734, 2.160971], [0.806136, 3.348439, 3.144578], [-2.457715, 3.289213, -1.888148], [-1.362692, 5.936616, -0.824772], [-2.302805, 5.634035, -2.277861], [-0.657277, 5.047825, -2.178213], [-3.202946, 4.740388, 0.699843], [-4.011282, 3.346617, -0.035061], [-4.053819, 4.905909, -0.834734], [-1.949173, -2.554605, 2.279194], [-1.596139, -4.188814, 3.853829], [-0.027219, -3.428122, 3.637761], [-0.345813, -5.022553, 2.955236], [-3.056042, -4.738952, 1.901696], [-1.830540, -5.172977, 0.717254], [-2.893931, -3.805528, 0.398251], [-3.314644, -0.660682, 4.813127], [-1.965545, -0.256319, 4.175514], [-1.855902, 0.566562, 2.494280], [-3.466850, 1.435187, 2.486935], [-4.585716, 0.486251, 2.032227], [-3.792426, -1.156175, 1.862684], [-5.315587, -2.131988, 2.035853], [-5.521348, -2.169755, 3.562162], [-3.964613, -2.366917, 4.532795], [-4.113431, 0.048322, 4.604527], [-3.149604, -0.646798, 5.889883], [-1.312689, -1.127106, 4.114267], [-1.494140, 0.470546, 4.835578], [-3.347976, 2.259102, 1.793552], [-3.616425, 1.830966, 3.489637], [-5.006354, 0.754549, 1.068299], [-5.382668, 0.392829, 2.767887], [-5.105834, -3.121342, 1.633666], [-6.149671, -1.681651, 1.500056], [-6.113805, -3.032818, 3.857788], [-6.023969, -1.277900, 3.933569], [-3.028102, 1.142462, -2.601842], [-3.406405, 0.300809, -1.459095], [-4.816163, 0.002425, -1.549842], [-3.200691, 1.159543, -0.250519], [-3.198313, -1.304331, 0.486626]], "forces_ev_per_angstrom": [[0.4, -0.3, 0.7], [-0.1, 0.0, 0.0], [0.0, 0.2, -0.2], [-0.1, 0.0, 0.0], [0.7, -1.1, 0.8], [-0.1, 0.3, -0.2], [-0.9, 0.5, -1.2], [3.5, 0.0, -0.5], [-0.9, 0.6, 0.2], [-0.2, 0.0, 0.5], [0.8, -1.0, -1.3], [-0.3, 0.3, 0.3], [0.0, -0.1, 0.3], [0.1, 0.0, 0.1], [-0.1, 0.1, 0.2], [0.0, 0.1, 0.0], [0.0, 0.1, -0.1], [0.5, -0.2, 0.3], [-0.2, 0.2, 0.0], [0.2, 0.0, 0.1], [0.0, -0.1, -0.1], [-0.1, 0.2, 0.0], [0.0, -0.3, -0.2], [0.1, 0.0, -0.3], [0.0, -0.2, 0.3], [0.0, 0.0, -0.1], [0.0, -0.1, 0.1], [0.2, 0.1, 0.0], [-0.2, 0.0, -0.2], [0.3, 0.4, 0.5], [0.0, 0.3, 0.1], [-0.1, 0.0, 0.1], [0.1, 0.1, 0.0], [0.1, -0.1, 0.0], [-0.3, -0.1, 0.0], [0.5, -0.1, -0.1], [-1.3, -0.9, 0.9], [-0.1, -0.3, -0.1], [0.5, 1.5, 0.2], [0.0, -0.3, 0.0], [-0.1, -0.1, 0.0], [0.0, 0.0, 0.0], [-0.2, -0.2, 0.2], [0.1, 0.0, 0.0], [0.1, -0.2, 0.0], [-0.2, 0.2, -0.3], [0.0, 0.0, 0.0], [0.0, 0.2, 0.0], [0.0, 0.0, 0.0], [0.0, 0.0, 0.0], [0.0, 0.0, 0.1], [0.0, 0.0, 0.0], [0.0, 0.0, 0.0], [0.0, 0.0, 0.0], [0.1, 0.0, 0.0], [0.0, 0.0, 0.1], [0.0, -0.2, 0.1], [0.0, -0.1, -0.2], [-0.1, 0.1, 0.0], [0.0, 0.0, 0.0], [0.0, 0.0, 0.0], [0.0, 0.0, 0.0], [-0.1, 0.0, -0.1], [0.0, 0.0, 0.0], [0.0, 0.0, 0.0], [0.0, 0.0, 0.0], [0.0, 0.1, 0.0], [0.0, 0.0, 0.0], [0.0, 0.0, 0.0], [0.0, 0.0, 0.0], [0.0, 0.0, 0.0], [0.0, 0.0, 0.0], [-0.1, 0.0, 0.1], [0.0, -0.1, 0.0], [0.0, 0.0, 0.0], [0.0, 0.0, 0.0], [0.0, 0.0, 0.0], [0.0, 0.0, 0.0], [0.0, 0.0, 0.0], [0.0, 0.0, 0.0], [0.0, 0.1, 0.0], [0.0, 0.0, 0.0], [0.0, 0.0, 0.0], [0.0, 0.0, 0.0], [0.1, 0.0, 0.0], [0.0, 0.2, 0.0], [-0.1, 0.0, -0.1], [0.0, 0.0, 0.0], [0.0, 0.0, 0.0], [0.0, 0.0, 0.0], [0.1, 0.1, 0.0], [0.0, 0.0, 0.0], [0.1, 0.0, 0.0], [0.0, 0.0, 0.0], [-0.1, -0.1, 0.0], [0.0, 0.0, 0.0], [0.0, 0.0, 0.0], [0.0, 0.0, 0.0], [0.0, 0.0, 0.0], [-0.1, -0.1, 0.0], [0.0, 0.0, 0.0], [-0.1, 0.1, 0.1], [0.0, 0.0, 0.0], [0.0, 0.0, 0.0], [0.0, 0.1, 0.1], [0.0, 0.0, 0.0], [-0.1, 0.0, 0.0], [0.0, 0.0, 0.0], [0.0, -0.4, -0.3], [0.0, 0.0, -0.3], [0.2, 0.7, 1.3], [0.2, -0.3, -0.2], [0.4, -0.2, 0.0], [-1.3, -0.1, -0.1], [0.4, 0.2, 0.1], [0.5, 0.1, 0.1], [-0.2, 0.0, 0.3], [0.0, 0.0, 0.1], [0.0, 0.1, 0.0], [0.0, 0.0, 0.0], [0.0, 0.0, 0.0], [-0.1, 0.1, 0.0], [0.0, 0.1, 0.0], [0.0, 0.0, 0.0], [0.0, 0.0, 0.0], [0.0, 0.0, 0.0], [0.0, 0.0, 0.0], [-0.1, 0.0, -0.1], [-0.1, -0.1, 0.0], [0.0, 0.0, 0.0], [-2.4, 0.5, -2.1], [0.0, -0.2, 0.1], [0.2, 0.3, 0.4], [-0.1, -0.5, -0.2]]}